ORCA calculation (ωB97M-V with the def2-TZVPD basis set) on an isolated ion of composition C7H13NO6P and charge -1.

```
! RIJCOSX wB97M-V def2-TZVPD def2/J DEFGRID3
* xyz -1 1
C -1.9465 -1.4664 0.4574
C -3.2217 -0.8815 2.6174
C -2.9178 -2.4911 -0.2515
C 0.2921 0.3268 1.4036
C 3.0938 -0.5447 -0.8972
C 0.6118 3.1599 -0.7477
C -0.2074 0.1528 0.0300
N -1.1568 -0.8137 -0.3749
O -2.8857 -0.6513 3.7830
O -1.9127 -1.3263 1.7740
O -4.1989 -0.8166 1.8955
O 0.4062 -0.1910 -2.6019
O 2.3044 0.6089 -0.9626
O 0.5265 2.1450 -1.7203
P 0.6749 0.5803 -1.4062
H -2.5124 -3.5535 -0.2113
H -2.9317 -2.1349 -1.2762
H -3.8331 -2.2088 0.2789
H -0.3355 0.9083 2.0819
H 1.1656 0.9637 1.1340
H 0.4642 -0.4454 1.9923
H 3.5576 -0.7590 -1.8721
H 2.3696 -1.2869 -0.6980
H 3.7763 -0.3720 -0.1022
H 0.1694 4.1969 -0.9701
H 1.6136 3.3008 -0.3146
H 0.0825 2.9486 0.1414
H -1.1484 -1.0185 -1.3558
*
```

The highest occupied orbital energy (alpha / beta) is -3.25 / -3.25 eV. Its energy above the lowest of the compared OMol25 structures with the same formula, charge and spin is 60.4 kcal/mol. The HOMO-LUMO gap (alpha / beta) comes out at 6.54 / 6.54 eV.

=====

ORCA calculation (ωB97M-V with the def2-TZVPD basis set) on one molecule with the formula C2H3ClN2O.

```
! RIJCOSX wB97M-V def2-TZVPD def2/J DEFGRID3
* xyz 0 1
C 1.4439 -1.5208 -0.7144
C 0.2540 0.2514 0.1642
N 2.0825 -2.4659 -1.2940
N 0.6070 -2.5579 -1.1456
O 1.5394 -0.3478 -0.3130
Cl -0.0226 -3.5499 0.1672
H -0.3967 -0.4422 0.7963
H -0.4217 0.6930 -0.6603
H 0.4547 1.1472 0.7841
*
```

The highest occupied orbital energy is -9.44 eV. Its energy above the lowest of the compared OMol25 structures with the same formula, charge and spin is 102.7 kcal/mol. Its SMILES is COC1=NN1Cl. The HOMO-LUMO gap comes out at 10.01 eV.

=====

ORCA calculation (ωB97M-V with the def2-TZVPD basis set) on C48H94BBeClF5N3O11S as an isolated structure.

```
! RIJCOSX wB97M-V def2-TZVPD def2/J DEFGRID3
* xyz -2 1
C 9.4254 -2.9471 0.3017
C 8.2058 -1.8240 0.3977
C 7.1010 -2.2581 1.5386
C 5.7253 -1.3973 1.2977
C 5.8174 0.1885 1.7046
C 5.5591 1.2378 0.4680
C 4.2325 2.2269 0.7083
C 3.4043 2.4756 -0.6855
C 2.4859 1.1882 -1.1735
C 3.3948 0.5865 -2.4199
C 4.1013 -0.9288 -2.3660
C 5.0329 -1.5017 -3.6316
C 5.3100 -0.6188 -5.0159
C 4.5790 0.8495 -5.0895
C 3.6692 1.4108 -3.8478
C 2.3101 0.0354 -0.0230
C 1.0873 0.7760 0.8452
C 0.1739 1.7223 -0.1832
C 0.0142 3.3188 0.1423
C 0.2547 3.7446 1.7069
F 1.7096 4.0979 1.8487
C -1.2894 0.9944 -0.0957
C -2.1894 1.3434 1.2213
C -1.8139 0.5048 2.5803
C -3.1638 0.3682 3.5168
O -2.8992 0.0410 4.9267
N 1.0108 1.5380 -1.4684
C 0.3381 0.7716 -2.6270
O 0.2277 -0.6735 -2.3887
C 0.1484 -1.4509 -3.6330
C -1.2588 -2.3469 -3.7518
O -0.9950 -3.7197 -4.2697
C -1.7946 -4.7231 -3.5360
C -0.7195 -5.4657 -2.4918
H 9.7682 -3.3107 1.3617
H 10.3203 -2.4123 -0.2795
H 9.1218 -3.8936 -0.3203
H 8.6404 -0.7793 0.7308
H 7.7383 -1.7081 -0.6750
H 7.4876 -2.1969 2.6418
H 6.8258 -3.3969 1.3107
H 5.4292 -1.5261 0.1726
H 4.8613 -1.8772 1.9502
H 6.9029 0.4024 2.1517
H 5.0088 0.3867 2.5529
H 6.5269 1.9352 0.4233
H 5.5141 0.6953 -0.5714
H 3.5815 1.9010 1.6244
H 4.7022 3.2834 1.0051
H 4.2197 2.7974 -1.4960
H 2.7596 3.4651 -0.5113
H 3.9908 -1.6609 -1.4595
H 5.5386 -2.5772 -3.5777
H 6.0007 -1.0589 -5.8683
H 4.7683 1.4947 -6.0759
H 3.1915 2.4979 -3.9685
H 3.2368 -0.3701 0.5649
H 1.7594 -0.9861 -0.3033
H 0.5515 -0.1955 1.2865
H 1.5079 1.2603 1.8227
H 0.6586 4.0379 -0.5163
H -1.1227 3.5922 -0.1001
H -0.3390 4.7405 1.9355
H 0.0210 2.8670 2.4451
H -1.9913 1.1982 -1.0397
H -1.1336 -0.1894 -0.0962
H -2.2473 2.4733 1.5174
H -3.3090 1.0286 0.9485
H -1.4208 -0.5861 2.3957
H -0.9784 1.0409 3.2431
H -3.7757 1.3668 3.3805
H -3.7994 -0.5092 3.0555
H -2.2685 0.6885 5.3590
H 1.1535 2.4772 -1.9493
H 0.9229 0.9875 -3.6453
H -0.7665 1.1725 -2.8383
H 1.0119 -2.2726 -3.5643
H 0.2132 -0.8270 -4.6201
H -1.9168 -1.8061 -4.5846
H -1.7815 -2.3294 -2.7050
H -2.7196 -4.2860 -2.9655
H -2.2220 -5.5660 -4.2652
H -0.0467 -4.5817 -2.0770
H -0.1063 -6.2194 -3.1754
H -1.2831 -6.0295 -1.6128
O -6.2964 -0.7912 1.9388
S -6.6155 -2.1970 2.0700
O -5.8637 -3.2239 1.3815
O -8.2001 -2.4122 1.7613
C -8.7315 -1.9144 0.5418
C -8.4140 -2.8403 -0.6169
C -6.6708 -2.6043 3.7979
H -8.3746 -0.8978 0.3455
H -9.8180 -1.8565 0.6659
H -7.3419 -2.8432 -0.8347
H -8.9425 -2.5234 -1.5208
H -8.6987 -3.8707 -0.3807
H -7.2961 -1.8733 4.3133
H -5.6516 -2.5661 4.1868
H -7.0754 -3.6114 3.9107
C 1.1574 -1.3581 4.0273
C 2.6608 -1.1781 4.1605
N 3.9080 -1.0288 4.2712
H 0.9401 -2.1963 3.3594
H 0.7178 -1.5608 5.0077
H 0.7082 -0.4497 3.6164
C 8.8801 -5.3250 -5.4679
C 7.6612 -4.7555 -6.1761
O 7.7106 -3.3404 -6.3423
C 8.8016 -2.8290 -7.1045
C 8.8438 -3.3563 -8.5287
H 9.0032 -4.8590 -4.4828
H 8.7739 -6.4065 -5.3358
H 9.7986 -5.1470 -6.0301
H 6.7736 -4.9696 -5.5726
H 7.5020 -5.2441 -7.1416
H 9.7465 -3.0185 -6.5845
H 8.6788 -1.7410 -7.1350
H 8.9718 -4.4407 -8.5604
H 9.6752 -2.9033 -9.0779
H 7.9098 -3.1220 -9.0512
C -1.2438 6.3579 -3.2293
C 0.2677 6.5209 -3.0953
N 1.0353 5.4832 -3.7888
C 2.4508 5.4552 -3.4099
C 3.2970 6.6754 -3.7548
C 0.7677 5.3237 -5.2192
C 0.9537 6.5430 -6.1163
H -1.5633 5.3575 -2.9182
H -1.7548 7.0857 -2.5911
H -1.5830 6.5286 -4.2555
H 0.4961 6.4737 -2.0239
H 0.5493 7.5262 -3.4317
H 2.9252 4.5640 -3.8397
H 2.5077 5.3032 -2.3248
H 3.5184 6.7257 -4.8232
H 4.2597 6.6137 -3.2355
H 2.8237 7.6124 -3.4490
H -0.2641 4.9732 -5.3370
H 1.3753 4.5000 -5.6154
H 0.4910 7.4431 -5.7037
H 0.4864 6.3558 -7.0891
H 2.0089 6.7489 -6.3071
B -8.8180 -2.2104 7.1229
F -8.5687 -2.7282 8.4583
F -9.2115 -3.3011 6.2458
F -9.8840 -1.2233 7.1771
F -7.6077 -1.5890 6.6103
C -12.4050 -1.0857 8.9645
C -12.0180 -0.8343 10.4316
C -12.8953 0.2920 11.0031
O -10.7626 -0.4221 10.4551
H -12.2734 -0.1947 8.3366
H -11.8100 -1.8967 8.5259
H -13.4589 -1.3801 8.8942
H -12.3045 -1.7443 10.9776
H -12.7821 1.2343 10.4509
H -12.6595 0.4895 12.0562
H -13.9543 0.0117 10.9535
Be -9.3543 0.2401 12.2476
Cl -3.9543 -3.5981 2.7864
C -8.4130 1.1764 8.2368
O -7.4216 0.4762 8.3726
O -8.8371 1.9811 9.0742
O -9.1456 1.1889 7.2409
*
```

The highest occupied orbital energy is -0.44 eV. The HOMO-LUMO gap comes out at 1.15 eV.

=====

ORCA calculation (ωB97M-V with the def2-TZVPD basis set) on one molecule with the formula C10H6BrF3N4O.

```
! RIJCOSX wB97M-V def2-TZVPD def2/J DEFGRID3
* xyz 0 1
O -1.5481 -3.9930 -0.4302
F 2.8086 4.1131 -0.9781
F 0.8635 4.4983 -2.0583
F 1.0514 5.0636 0.0523
Br 2.6865 3.2067 2.0232
N -0.6708 -0.1139 -1.6206
N 0.3799 1.8685 -1.1835
C -1.3137 -3.1346 0.4281
C -1.1036 -1.2264 -1.1096
C 1.1468 2.7189 -0.3166
C 1.6341 2.2716 0.8512
C -0.8451 -1.7752 0.1214
C 1.2345 1.0059 1.3180
C 0.0109 -1.0402 0.9291
C 0.0778 0.6296 -0.7951
C 0.4854 0.2128 0.4574
N -1.3067 -3.6470 1.6911
N -1.9715 -1.7961 -1.9868
C 1.4657 4.1232 -0.8468
H 1.4332 0.6375 2.3085
H 0.4082 -1.5515 1.8293
H -1.5657 -3.0941 2.5033
H -1.4604 -4.6432 1.5686
H -1.7594 -1.5717 -2.9678
H -2.1412 -2.7628 -1.7882
*
```

The highest occupied orbital energy is -8.87 eV. Its SMILES is NC(=O)c1cc2cc(Br)c(C(F)(F)F)nc2nc1N. The HOMO-LUMO gap comes out at 7.63 eV.

=====

ORCA calculation (ωB97M-V with the def2-TZVPD basis set) on CO3S3 as an isolated structure.

```
! RIJCOSX wB97M-V def2-TZVPD def2/J DEFGRID3
* xyz 0 1
C -0.0904 -0.6961 1.0951
O -0.9470 0.9714 -1.8872
O 1.2712 1.1952 -0.7457
O 0.0261 -0.9384 -0.7142
S 0.5594 -1.8240 2.0136
S -0.8356 0.7690 1.1959
S 0.0163 0.5230 -0.9575
*
```

The highest occupied orbital energy is -10.39 eV. Its energy above the lowest of the compared OMol25 structures with the same formula, charge and spin is 41.6 kcal/mol. The HOMO-LUMO gap comes out at 8.96 eV.

=====

ORCA calculation (ωB97M-V with the def2-TZVPD basis set) on a 6-piece molecular cluster, H11O5S overall.

```
! RIJCOSX wB97M-V def2-TZVPD def2/J DEFGRID3
* xyz -1 1
S 1.2346 1.4859 -1.5229
H 2.3894 0.9839 -1.0545
H 1.8331 -0.5905 2.3433
H 0.5136 -0.5226 3.0828
O 1.4479 -0.7834 3.1834
H -0.6609 -1.1942 0.7762
H -1.1488 -2.4959 0.3997
O -1.4468 -1.7158 0.8832
H 0.7621 -0.5886 -0.9199
H 0.9614 -1.7699 -1.8047
O 0.8869 -1.5686 -0.8537
H -2.3225 -0.8163 -0.6102
H -1.3915 -0.0662 -1.4849
O -2.3235 -0.2764 -1.3820
H -0.2958 2.0130 0.3773
H -1.6500 1.4831 0.5194
O -0.9583 1.8687 1.0747
*
```

The highest occupied orbital energy is -4.11 eV. Its energy above the lowest of the compared OMol25 structures with the same formula, charge and spin is 19.0 kcal/mol. The HOMO-LUMO gap comes out at 7.57 eV.

=====

ORCA calculation (ωB97M-V with the def2-TZVPD basis set) on one molecule with the formula C4H13NSi.

```
! RIJCOSX wB97M-V def2-TZVPD def2/J DEFGRID3
* xyz 0 1
C -0.9202 -2.4800 0.6846
C 0.0470 -1.3015 0.6370
C 0.0731 -0.6330 -0.7339
C 1.0925 0.4961 -0.8560
N 0.9439 1.5721 0.1226
Si -0.2758 2.7835 0.0038
H -0.5644 -3.3027 0.0611
H -1.9015 -2.1893 0.3005
H -1.0609 -2.8614 1.6967
H 1.0553 -1.6464 0.8952
H -0.2304 -0.5606 1.3925
H -0.9284 -0.2475 -0.9589
H 0.3010 -1.3837 -1.4994
H 1.0135 0.9446 -1.8492
H 2.1056 0.0895 -0.7820
H 1.1803 1.2689 1.0552
H -1.3209 2.6491 1.0477
H -0.8933 2.6531 -1.3369
H 0.2837 4.1492 0.1193
*
```

The highest occupied orbital energy is -9.07 eV. Its energy above the lowest of the compared OMol25 structures with the same formula, charge and spin is 9.9 kcal/mol. Its SMILES is CCCCN[SiH3]. The HOMO-LUMO gap comes out at 10.14 eV.

=====

ORCA calculation (ωB97M-V with the def2-TZVPD basis set) on a 2-piece molecular cluster, C2H9NO overall.

```
! RIJCOSX wB97M-V def2-TZVPD def2/J DEFGRID3
* xyz 0 1
C -1.9600 0.5322 -0.0062
C 2.2189 0.4228 -0.0087
H -0.8156 -1.1371 0.4167
H -2.4292 -1.4545 0.4891
H -2.9590 0.8012 -0.3901
H -1.8921 1.0010 0.9590
H -1.3378 1.0802 -0.7946
H 2.1422 -1.4989 -0.6394
H 2.0655 0.6966 1.0479
H 3.3027 0.4351 -0.1605
H 1.8217 0.9842 -0.7965
N -1.7359 -0.9506 -0.1529
O 1.5786 -0.9124 0.0362
*
```

The highest occupied orbital energy is -9.45 eV. Its energy above the lowest of the compared OMol25 structures with the same formula, charge and spin is 36.4 kcal/mol. Its SMILES is CN.CO. The HOMO-LUMO gap comes out at 10.32 eV.

=====

ORCA calculation (ωB97M-V with the def2-TZVPD basis set) on a 2-piece molecular cluster, C5H14NO2 overall.

```
! RIJCOSX wB97M-V def2-TZVPD def2/J DEFGRID3
* xyz 1 1
O 0.0337 0.4160 4.6091
C 0.5315 -0.0746 3.6417
C 0.2052 0.3560 2.2349
C 1.4488 0.9898 1.6086
H 1.2542 -0.9100 3.7364
H -0.6131 1.0755 2.2907
H -0.1188 -0.5036 1.6359
H 1.7730 1.8579 2.1704
H 1.2421 1.3537 0.5974
H 2.2744 0.2853 1.5103
C -0.6803 0.5180 -1.5957
O -1.7880 1.3318 -1.3824
C -1.1689 -0.7022 -2.3642
N -0.0192 -1.6991 -2.4699
H -0.2401 0.1734 -0.6523
H 0.1115 0.9925 -2.1835
H -1.5861 2.0010 -0.7199
H -1.9563 -1.1992 -1.8107
H -1.4866 -0.4759 -3.3732
H 0.2394 -2.0405 -1.5479
H 0.8104 -1.2549 -2.8768
H -0.2670 -2.4911 -3.0589
*
```

The highest occupied orbital energy is -12.33 eV. Its energy above the lowest of the compared OMol25 structures with the same formula, charge and spin is 54.4 kcal/mol. The HOMO-LUMO gap comes out at 8.19 eV.

=====

ORCA calculation (ωB97M-V with the def2-TZVPD basis set) on C28H35CoN3O as an isolated structure.

```
! RIJCOSX wB97M-V def2-TZVPD def2/J DEFGRID3
* xyz -1 5
Co 0.2023 -0.2547 1.2505
N -1.2618 -1.6598 2.4215
N -0.0734 -2.3195 -0.1444
C 1.3244 1.5456 0.6717
C 2.1591 0.4352 0.9986
C 1.8233 -0.0092 2.3315
C 2.5884 -1.0150 3.1130
H 3.2672 -1.5897 2.4706
H 1.9033 -1.7096 3.6077
H 3.2032 -0.5356 3.8876
C 0.7851 0.8752 2.8332
C 0.1612 0.7838 4.1684
H 0.8846 0.5519 4.9614
H -0.5703 -0.0335 4.1527
H -0.3746 1.7144 4.3872
C 0.4059 1.7627 1.7497
C -0.7275 2.7256 1.7024
H -1.5763 2.3493 2.2879
H -1.0822 2.8163 0.6620
H -0.4530 3.7359 2.0449
C 3.3739 -0.0122 0.2507
H 4.2373 0.0030 0.9326
H 3.6042 0.6717 -0.5768
H 3.2729 -1.0318 -0.1519
C 1.4047 2.3448 -0.5906
H 0.4049 2.3992 -1.0479
H 2.0760 1.8556 -1.3127
H 1.7756 3.3775 -0.4369
C -2.2056 -1.7980 3.4097
H -2.6070 -0.8608 3.8352
C -2.6514 -3.0585 3.8350
H -3.4376 -3.1071 4.6051
C -2.0858 -4.2466 3.2929
H -2.4590 -5.2480 3.5864
C -1.0146 -4.1392 2.3909
H -0.4877 -4.9971 1.9279
C -0.6051 -2.8135 2.0579
C 0.4675 -2.5935 1.1313
H 1.2795 -3.3275 1.1130
C -0.3779 -0.9873 -0.3966
C -0.1711 -3.0828 -1.2931
H -0.0641 -4.1601 -1.2431
C -0.3659 -2.2204 -2.3117
H -0.4499 -2.3860 -3.3763
N -0.3656 -0.9171 -1.7596
C -0.2967 0.2634 -2.5996
C 0.7693 0.4270 -3.5198
C 0.7785 1.5298 -4.3836
H 1.6145 1.6325 -5.0818
C -0.2379 2.4931 -4.3782
C -0.2208 3.6635 -5.3261
H -0.2534 4.6411 -4.8273
H -1.0903 3.6305 -5.9940
H 0.6704 3.6646 -5.9616
C -1.3143 2.2671 -3.5115
H -2.1651 2.9494 -3.5054
C -1.3759 1.1638 -2.6480
C -2.5903 0.9366 -1.8042
H -3.1807 0.0592 -2.1156
H -3.2376 1.8184 -1.8917
H -2.3454 0.8084 -0.7414
C 1.9382 -0.5173 -3.5164
H 1.6679 -1.5419 -3.8088
H 2.4237 -0.5563 -2.5266
H 2.6887 -0.1534 -4.2316
O -2.9706 0.6475 1.4389
H -3.9066 0.4965 1.7376
H -2.5028 -0.1570 1.7674
*
```

The highest occupied orbital energy (alpha / beta) is -0.43 / -3.28 eV. Its energy above the lowest of the compared OMol25 structures with the same formula, charge and spin is 0.0 kcal/mol. The HOMO-LUMO gap (alpha / beta) comes out at 2.98 / 5.83 eV.

=====

ORCA calculation (ωB97M-V with the def2-TZVPD basis set) on CHGdLiO2 as an isolated structure.

```
! RIJCOSX wB97M-V def2-TZVPD def2/J DEFGRID3
* xyz 3 8
H -1.8480 0.3127 0.6029
O -0.9109 0.0423 0.7741
C -0.1653 0.5297 -0.2531
O 0.8923 -0.1731 -0.3006
Li 1.4165 0.9037 -2.2044
Gd 0.6154 -1.6153 1.3812
*
```

The highest occupied orbital energy (alpha / beta) is -25.13 / -23.69 eV. Its energy above the lowest of the compared OMol25 structures with the same formula, charge and spin is 0.0 kcal/mol. The HOMO-LUMO gap (alpha / beta) comes out at 9.97 / 6.27 eV.

=====

ORCA calculation (ωB97M-V with the def2-TZVPD basis set) on C6H9N2 as an isolated structure.

```
! RIJCOSX wB97M-V def2-TZVPD def2/J DEFGRID3
* xyz 1 1
C -2.2699 0.9153 0.3431
C -0.9378 0.9631 0.5170
C -1.4139 -0.9133 -0.4247
C 2.0684 0.2397 0.5689
C 2.2941 0.0449 -0.8268
C 0.8301 -0.7245 0.3591
N -2.5882 -0.2485 -0.3209
N -0.4093 -0.2776 0.0925
H -2.8665 1.8156 0.3727
H -0.3096 1.7695 0.8835
H -1.1579 -1.9107 -0.8823
H 2.8841 -0.1932 1.2947
H 1.7945 1.2204 1.0238
H 1.8209 0.6016 -1.7354
H 2.7481 -0.8993 -1.1718
H 0.9915 -1.7979 0.3186
H -3.4785 -0.6051 -0.4122
*
```

The highest occupied orbital energy is -12.37 eV. Its energy above the lowest of the compared OMol25 structures with the same formula, charge and spin is 87.7 kcal/mol. The HOMO-LUMO gap comes out at 8.49 eV.

=====

| no. | M (g mol⁻¹) |
| --- | --- |
| 1 | 238.16 |
| 2 | 106.51 |
| 3 | 1071.62 |
| 4 | 335.08 |
| 5 | 156.21 |
| 6 | 123.15 |
| 7 | 103.24 |
| 8 | 63.10 |
| 9 | 120.17 |
| 10 | 488.54 |
| 11 | 209.21 |
| 12 | 109.15 |